Entry 1:
# C30H38ClF4N3O14

A cluster of 5 separate species, C30H38ClF4N3O14 in total in a non-equilibrium geometry (ωB97M-V with the def2-TZVPD basis set, the OMol25 dataset).

Last column: Mulliken charge in e.
Cartesian coordinates (Å):
C  5.373  -0.612  2.236  -0.52
C  5.163  -0.445  0.660  -0.75
C  4.476  -1.702  -0.011  0.07
C  3.586  -1.242  -1.233  -0.93
O  2.306  -1.973  -1.283  -0.46
C  1.318  -0.982  -1.339  -0.25
C  1.127  -0.297  -2.593  -0.40
C  0.131  0.808  -2.782  0.48
N  0.050  1.371  -4.047  -0.65
C  -0.866  2.373  -4.024  -0.56
C  -1.669  2.817  -2.859  -0.27
N  -1.597  2.219  -1.645  -0.39
C  -0.670  1.189  -1.609  0.32
C  -0.483  0.487  -0.285  0.83
C  -1.327  0.964  0.932  -1.63
C  -2.356  -0.088  1.494  0.27
O  -1.782  -0.723  2.665  -0.52
C  -3.617  0.716  2.047  -0.60
N  -4.577  1.091  0.974  -0.70
C  0.485  -0.586  -0.130  0.22
C  0.758  -1.381  1.180  -0.10
C  -0.049  -2.764  1.229  0.44
C  -0.272  -3.264  2.731  -1.39
Cl  0.874  -4.125  0.396  -0.20
H  5.680  -1.660  2.508  0.10
H  4.434  -0.303  2.785  -0.02
H  6.171  0.123  2.519  0.35
H  4.605  0.517  0.517  0.40
H  6.166  -0.316  0.164  0.37
H  3.907  -2.341  0.713  -0.26
H  5.305  -2.338  -0.432  0.49
H  4.092  -1.301  -2.232  0.36
H  3.351  -0.151  -1.070  0.41
H  1.768  -0.611  -3.457  0.41
H  -1.029  2.923  -4.989  0.53
H  -2.363  3.681  -2.982  0.47
H  -0.636  1.218  1.793  0.40
H  -1.904  1.910  0.738  0.55
H  -2.699  -0.850  0.738  0.30
H  -2.372  -1.443  2.949  0.34
H  -4.151  0.107  2.833  0.36
H  -3.240  1.653  2.556  0.31
H  -5.211  1.779  1.400  0.26
H  -4.030  1.612  0.280  0.28
H  1.845  -1.687  1.148  -0.88
H  0.627  -0.795  2.123  0.73
H  -1.011  -2.619  0.678  0.39
H  0.435  -4.109  2.915  0.51
H  -0.125  -2.418  3.445  0.28
H  -1.320  -3.673  2.775  0.19
C  3.643  -4.380  3.747  -0.24
C  4.760  -3.900  4.624  0.21
O  4.397  -2.559  4.894  -0.20
C  3.035  -2.526  4.840  0.65
O  2.371  -1.638  5.271  -0.55
O  2.530  -3.636  4.238  -0.22
F  5.941  -3.905  3.961  -0.29
H  3.803  -4.141  2.693  0.12
H  3.470  -5.452  3.840  0.30
H  4.864  -4.448  5.564  0.27
C  -2.978  -0.312  -6.683  -0.52
C  -3.031  1.047  -6.052  0.62
O  -4.375  1.440  -6.253  -0.32
C  -5.097  0.284  -6.282  0.58
O  -6.280  0.232  -6.166  -0.49
O  -4.297  -0.802  -6.451  -0.34
F  -2.224  1.919  -6.703  -0.29
H  -2.789  -0.268  -7.758  0.27
H  -2.231  -0.957  -6.222  0.30
H  -2.801  1.056  -4.985  0.13
C  4.655  1.441  5.585  0.12
C  6.107  1.276  5.925  0.27
O  6.748  2.149  5.016  -0.30
C  5.849  3.146  4.762  0.61
O  6.128  4.185  4.259  -0.51
O  4.595  2.802  5.165  -0.35
F  6.527  0.011  5.682  -0.24
H  4.340  0.793  4.765  -0.13
H  4.003  1.265  6.440  0.27
H  6.365  1.559  6.949  0.25
C  -8.266  2.795  -5.690  -0.31
C  -7.348  3.173  -4.568  0.45
O  -8.174  3.966  -3.735  -0.33
C  -9.445  3.502  -3.924  0.59
O  -10.358  3.743  -3.203  -0.50
O  -9.532  2.725  -5.037  -0.32
F  -6.318  3.938  -5.011  -0.29
H  -8.305  3.554  -6.476  0.28
H  -8.002  1.839  -6.139  0.18
H  -6.959  2.325  -3.999  0.28

Computed properties:
* HOMO energy: -8.86 eV
* molar mass: 776.1 g/mol
* LUMO: -0.0296 hartree
* strongest force on any atom: 3.82 eV Å⁻¹
* energy relative to the best compared isomer or geometry (same formula, charge and spin): 257.8 kJ/mol
* charge: 0



Entry 2:
# C4H4Li2O5

A structure of composition C4H4Li2O5 in a non-equilibrium geometry (ωB97M-V with the def2-TZVPD basis set, the OMol25 dataset).

Last column: natural (NBO) charge in e.
Cartesian coordinates (Å):
O  -0.991  2.531  -0.962  -0.53
C  -1.617  1.386  -1.314  0.87
C  -0.292  3.063  -2.059  -0.10
O  -2.734  1.115  -0.773  -0.85
O  -1.444  1.163  -2.632  -0.50
C  -0.851  2.284  -3.239  -0.10
H  0.779  2.892  -1.940  0.19
H  -0.497  4.128  -2.166  0.19
H  -0.043  1.973  -3.902  0.20
H  -1.587  2.863  -3.798  0.17
Li  -2.447  0.978  1.145  0.88
O  -0.477  -0.516  0.712  -0.80
C  -0.014  -0.452  -0.350  0.64
O  1.060  -0.691  -1.074  -0.76
Li  1.502  -1.198  1.334  0.51

Computed properties:
* HOMO energy (spin up / spin down): -4.66 / -4.66 eV
* molar mass: 146.0 g/mol
* LUMO (spin up / spin down): -0.0201 / -0.0200 hartree
* strongest force on any atom: 11.66 eV Å⁻¹
* energy relative to the best compared isomer or geometry (same formula, charge and spin): 397.5 kJ/mol
* charge: 0



Entry 3:
# C2H2Cl3OP

A cluster of 2 separate species, C2H2Cl3OP in total in a non-equilibrium geometry (ωB97M-V with the def2-TZVPD basis set, the OMol25 dataset).

Last column: natural (NBO) charge in e.
Cartesian coordinates (Å):
C  -0.619  -0.623  -0.301  -0.54
C  1.024  0.544  0.272  -0.18
O  -1.825  -0.258  2.275  -1.03
P  -1.987  -0.353  0.826  1.70
Cl  2.386  0.550  -0.733  0.11
Cl  -3.112  1.055  -0.015  -0.24
Cl  -3.000  -2.034  0.397  -0.26
H  -0.875  -0.151  -1.363  0.22
H  0.833  0.799  1.321  0.22

Computed properties:
* HOMO energy (spin up / spin down): -9.36 / -10.29 eV
* molar mass: 179.4 g/mol
* LUMO (spin up / spin down): -0.0785 / -0.0324 hartree
* strongest force on any atom: 5.92 eV Å⁻¹
* energy relative to the best compared isomer or geometry (same formula, charge and spin): 505.9 kJ/mol
* charge: 0



Entry 4:
# C4H4OS

A structure of composition C4H4OS in a non-equilibrium geometry (ωB97M-V with the def2-TZVPD basis set, the OMol25 dataset).

Last column: natural (NBO) charge in e.
Cartesian coordinates (Å):
C  -0.038  -0.050  0.679  -0.25
C  -0.285  -0.292  -0.709  0.54
C  -0.192  -0.876  1.682  -0.33
C  0.386  0.992  -1.306  -0.60
O  -0.989  -1.073  -1.282  -0.49
S  0.666  1.610  0.447  0.21
H  -0.081  -0.791  2.742  0.22
H  -0.452  -1.906  1.520  0.22
H  1.394  0.954  -1.731  0.24
H  -0.408  1.431  -2.042  0.25

Computed properties:
* HOMO energy: -9.03 eV
* molar mass: 100.1 g/mol
* LUMO: -0.0064 hartree
* strongest force on any atom: 2.58 eV Å⁻¹
* energy relative to the best compared isomer or geometry (same formula, charge and spin): 144.2 kJ/mol
* charge: 0